{"formula": "C2H2ClFNO2", "method": "ωB97M-V/def2-TZVPD", "symbols": ["C", "C", "N", "O", "O", "F", "Cl", "H", "H"], "positions_angstrom": [[-0.68, 1.35, 1.91], [0.55, 0.19, -0.33], [0.75, 0.87, 1.60], [-1.11, 0.93, 2.99], [-1.18, 2.15, 1.10], [1.14, -0.29, 2.35], [2.06, -0.22, -0.85], [-0.26, -0.61, -0.13], [0.04, 1.18, -0.49]], "lowdin_charge": [-0.81, -0.62, 0.03, -0.05, -0.08, -0.17, 0.59, 0.08, 0.04], "total_charge": -1, "total_energy_ha": -842.63288, "multiplicity": 1, "lumo_energy_ha": 0.1228, "orbital_gap_ev": 7.960, "fmax_ha_per_bohr": 0.136}